Formula: C34H59Cl16N2O
Source: OMol25
Level of theory: wB97M-V/def2-TZVPD

Each line ends with the Löwdin charge.
Cartesian coordinates (Å):
C (5.917, 3.115, 3.033)  -0.119
C (5.116, 2.569, 1.769)  -0.260
C (3.879, 1.693, 2.311)  -0.217
C (4.369, 0.214, 2.614)  -0.211
C (3.767, -0.867, 1.580)  -0.198
C (2.217, -1.015, 1.969)  -0.210
C (1.511, -2.227, 1.247)  -0.203
C (1.289, -2.055, -0.307)  -0.208
C (0.490, -0.751, -0.718)  -0.230
C (-1.001, -1.014, -1.157)  -0.212
C (-2.035, -1.047, 0.038)  -0.166
C (-3.547, -0.845, -0.496)  -0.123
C (-3.910, 0.626, -0.191)  -0.171
N (-3.417, 1.773, -0.813)  0.167
C (-3.997, 2.911, -0.185)  -0.166
C (-3.833, 4.442, -0.459)  -0.295
C (-2.252, 4.698, -0.669)  -0.036
C (-4.447, 5.350, 0.670)  -0.222
C (-3.621, 5.379, 2.016)  -0.111
C (-4.900, 2.486, 0.858)  0.077
N (-4.781, 1.074, 0.747)  0.015
C (-5.642, 0.334, 1.693)  -0.122
O (-5.612, 0.925, 2.988)  -0.072
C (-6.523, 0.315, 3.862)  -0.249
C (-5.952, -0.296, 5.078)  -0.007
C (-6.745, -0.961, 6.101)  -0.063
C (-8.206, -1.002, 5.926)  -0.069
C (-8.794, -0.402, 4.720)  -0.063
C (-7.969, 0.241, 3.679)  -0.010
H (5.564, 2.526, 3.919)  0.066
H (7.024, 2.932, 2.927)  0.055
H (5.740, 4.200, 3.238)  0.071
H (5.743, 1.861, 1.158)  0.045
H (4.765, 3.401, 1.094)  0.099
H (3.119, 1.727, 1.473)  0.097
H (3.480, 2.151, 3.258)  0.104
H (3.976, -0.089, 3.626)  0.102
H (5.503, 0.169, 2.555)  0.067
H (4.307, -1.854, 1.640)  0.083
H (3.842, -0.451, 0.535)  0.069
H (2.153, -1.138, 3.092)  0.112
H (1.761, -0.013, 1.746)  0.084
H (0.556, -2.508, 1.783)  0.103
H (2.198, -3.118, 1.385)  0.111
H (0.723, -2.945, -0.716)  0.112
H (2.290, -2.089, -0.822)  0.049
H (1.007, -0.313, -1.628)  0.017
H (0.495, 0.051, 0.066)  0.101
H (-1.304, -0.145, -1.823)  0.097
H (-1.124, -1.987, -1.713)  0.120
H (-1.970, -2.039, 0.555)  0.118
H (-1.840, -0.211, 0.762)  0.115
H (-4.180, -1.551, 0.099)  0.113
H (-3.551, -1.089, -1.587)  0.054
H (-2.754, 1.804, -1.589)  0.119
H (-4.344, 4.719, -1.417)  0.104
H (-1.714, 3.782, -0.284)  0.085
H (-1.898, 5.618, -0.148)  0.083
H (-2.093, 4.735, -1.779)  0.061
H (-5.510, 5.077, 0.936)  0.104
H (-4.514, 6.412, 0.289)  0.126
H (-2.771, 6.111, 2.011)  0.075
H (-4.307, 5.681, 2.856)  0.082
H (-3.208, 4.364, 2.281)  0.080
H (-5.513, 3.088, 1.553)  0.145
H (-6.698, 0.455, 1.302)  0.149
H (-5.449, -0.773, 1.700)  0.154
H (-4.840, -0.261, 5.218)  0.115
H (-6.209, -1.409, 6.971)  0.106
H (-8.818, -1.502, 6.712)  0.102
H (-9.910, -0.463, 4.650)  0.104
H (-8.451, 0.664, 2.764)  0.107
C (-3.566, 3.361, -4.121)  -0.978
Cl (-4.971, 2.716, -3.265)  0.578
Cl (-2.370, 2.094, -4.425)  0.534
H (-3.892, 3.777, -5.071)  0.036
H (-3.109, 4.138, -3.515)  0.000
C (3.204, -1.028, -3.854)  -0.958
Cl (1.439, -1.052, -3.933)  0.562
Cl (3.749, -0.563, -2.242)  0.596
H (3.581, -2.020, -4.084)  0.036
H (3.584, -0.311, -4.577)  0.033
C (7.012, -1.733, -0.601)  -1.038
Cl (7.349, -0.552, 0.667)  0.542
Cl (6.422, -3.256, 0.077)  0.501
H (6.256, -1.325, -1.259)  -0.033
H (7.923, -1.926, -1.156)  -0.041
C (-6.103, -2.395, -3.733)  -0.992
Cl (-4.862, -3.637, -3.551)  0.502
Cl (-5.752, -0.991, -2.714)  0.551
H (-6.134, -2.076, -4.771)  -0.020
H (-7.064, -2.811, -3.444)  0.033
C (8.309, -5.484, -2.550)  -1.014
Cl (6.563, -5.558, -2.273)  0.482
Cl (8.891, -3.816, -2.602)  0.548
H (8.811, -6.008, -1.740)  -0.066
H (8.535, -5.963, -3.499)  0.030
C (7.392, -7.253, 1.308)  -1.016
Cl (7.714, -8.686, 2.289)  0.518
Cl (8.878, -6.621, 0.585)  0.552
H (6.700, -7.518, 0.513)  0.021
H (6.954, -6.484, 1.939)  0.027
C (-3.208, -2.402, -7.159)  -0.995
Cl (-4.972, -2.440, -7.268)  0.531
Cl (-2.671, -1.916, -5.545)  0.478
H (-2.821, -3.394, -7.374)  0.032
H (-2.826, -1.690, -7.885)  0.030
C (8.561, 2.808, -1.631)  -1.003
Cl (8.348, 3.019, 0.111)  0.528
Cl (7.731, 1.358, -2.202)  0.508
H (8.148, 3.672, -2.145)  0.027
H (9.621, 2.721, -1.850)  0.030

Calculated values
Highest occupied orbital energy in eV: -11.20
Orbital gap in eV: 9.17
Net charge: +1